{
  "formula": "C66H146N6O10",
  "method": "ωB97M-V/def2-TZVPD",
  "elements": ["H", "H", "C", "C", "C", "H", "H", "H", "H", "H", "H", "H", "H", "H", "N", "H", "H", "N", "H", "H", "C", "C", "C", "H", "O", "C", "H", "H", "C", "H", "H", "H", "C", "H", "H", "C", "H", "C", "N", "C", "C", "H", "H", "H", "H", "H", "C", "C", "C", "C", "C", "H", "H", "H", "H", "C", "C", "H", "H", "H", "H", "H", "H", "H", "C", "H", "H", "H", "H", "C", "H", "H", "H", "O", "H", "C", "C", "H", "C", "C", "C", "H", "H", "H", "C", "O", "O", "H", "H", "H", "C", "H", "H", "H", "N", "H", "H", "H", "H", "H", "C", "H", "H", "H", "H", "H", "H", "H", "H", "C", "C", "C", "O", "H", "H", "C", "H", "N", "C", "H", "H", "H", "C", "H", "H", "C", "H", "H", "H", "H", "C", "H", "H", "H", "H", "O", "H", "H", "O", "C", "C", "O", "H", "H", "H", "C", "C", "H", "H", "H", "C", "O", "C", "H", "H", "H", "H", "H", "H", "H", "C", "N", "C", "O", "H", "C", "H", "H", "H", "H", "H", "H", "H", "H", "C", "C", "H", "C", "C", "C", "H", "H", "C", "H", "H", "C", "H", "H", "H", "H", "H", "H", "C", "H", "C", "H", "H", "C", "H", "H", "H", "C", "H", "C", "C", "C", "H", "H", "H", "H", "H", "H", "H", "H", "C", "C", "H", "H", "C", "H", "H", "C", "H", "H", "C", "H", "H", "H"],
  "xyz": [[-26.43, 15.54, 8.05], [-17.02, 17.41, 1.56], [-18.59, 19.93, 5.95], [-25.49, 10.84, 2.05], [-23.94, 16.62, -0.40], [-23.70, 15.42, 6.29], [-22.02, 16.27, -8.20], [-20.98, 15.52, -2.88], [-26.68, 19.70, 7.87], [-16.03, 15.92, -1.97], [-18.16, 17.89, -0.82], [-24.68, 12.55, 4.24], [-26.14, 7.02, 0.50], [-25.42, 7.35, -1.08], [-18.80, 16.42, -1.97], [-20.57, 20.80, 4.68], [-27.62, 14.58, -2.91], [-26.37, 14.12, 5.53], [-21.13, 15.57, 1.25], [-16.19, 14.20, -1.37], [-26.89, 9.43, -0.34], [-25.56, 9.05, 0.25], [-27.12, 19.21, 5.81], [-23.45, 11.73, 6.18], [-24.35, 16.04, -8.63], [-24.24, 15.67, 5.38], [-31.47, 13.31, -2.18], [-27.88, 15.13, 4.80], [-16.38, 17.60, 2.41], [-24.98, 13.22, -0.99], [-25.70, 11.81, -1.74], [-17.43, 16.06, -4.33], [-24.19, 13.30, 4.86], [-23.33, 16.22, -2.47], [-26.25, 12.41, -0.21], [-27.69, 13.13, 7.29], [-26.06, 20.61, 4.52], [-24.28, 11.29, -0.14], [-24.18, 17.60, 0.67], [-23.21, 17.82, -7.34], [-26.29, 13.61, 6.95], [-25.84, 18.56, 0.87], [-21.96, 16.31, -6.48], [-24.83, 14.83, 7.88], [-21.76, 19.14, -0.34], [-27.21, 10.40, 0.05], [-19.98, 20.33, 3.91], [-25.52, 9.32, 1.75], [-23.08, 18.35, 1.29], [-25.85, 17.38, -7.23], [-17.09, 17.81, 3.72], [-22.11, 11.09, -0.05], [-19.63, 18.71, -3.51], [-28.76, 11.88, -1.89], [-27.01, 15.85, -8.26], [-26.22, 19.15, 7.03], [-19.39, 14.08, -3.33], [-26.16, 18.10, 7.35], [-20.50, 17.87, 4.01], [-27.15, 21.38, 5.65], [-23.22, 13.54, 4.40], [-22.71, 11.41, -1.60], [-29.59, 19.74, 2.48], [-28.82, 15.71, -2.15], [-25.07, 14.52, 4.83], [-15.55, 18.23, 2.15], [-23.40, 11.03, 1.73], [-18.46, 16.89, 6.08], [-19.87, 14.20, -1.25], [-22.02, 16.93, -7.35], [-28.44, 18.55, 0.62], [-19.47, 22.19, -0.82], [-21.07, 17.86, 1.97], [-17.09, 20.12, 3.33], [-27.55, 12.58, 8.23], [-25.86, 14.62, 8.04], [-24.70, 18.98, -5.61], [-24.87, 19.81, -6.26], [-20.15, 15.37, -3.56], [-18.09, 15.18, -1.53], [-28.37, 18.12, 1.63], [-26.88, 9.60, -1.42], [-16.63, 20.75, 0.60], [-16.48, 19.99, -1.06], [-21.68, 16.33, 0.69], [-27.06, 18.44, 2.02], [-18.78, 19.18, 0.56], [-23.33, 13.37, 6.82], [-19.19, 22.03, 0.91], [-22.73, 14.85, -0.60], [-24.35, 11.44, 1.34], [-25.58, 17.08, -5.16], [-22.45, 16.88, 2.57], [-26.82, 17.26, 5.33], [-17.92, 18.97, 3.64], [-29.16, 18.36, 3.53], [-22.97, 19.20, 3.32], [-17.89, 14.27, 0.41], [-26.89, 18.25, 2.97], [-27.80, 20.45, 4.29], [-22.93, 15.60, 0.14], [-23.56, 15.97, 4.59], [-20.52, 21.14, 0.10], [-28.16, 14.33, -1.24], [-16.62, 14.57, -2.97], [-24.39, 12.49, 1.62], [-22.65, 12.71, -0.54], [-26.25, 14.13, 3.02], [-25.12, 12.05, 7.91], [-19.08, 19.27, 4.59], [-19.87, 18.05, 4.89], [-25.79, 17.95, -5.84], [-24.32, 9.56, -1.76], [-18.43, 13.17, -1.59], [-23.45, 15.03, 0.93], [-23.99, 12.72, 6.22], [-17.03, 21.71, -0.89], [-24.42, 16.97, -7.49], [-18.57, 20.32, -0.34], [-24.53, 8.89, 2.04], [-17.78, 17.75, -4.28], [-21.04, 16.75, -0.08], [-19.28, 16.57, -3.33], [-19.31, 21.08, 3.47], [-30.32, 18.11, 2.28], [-23.69, 19.05, 2.49], [-19.01, 15.59, 0.51], [-18.45, 14.02, -3.91], [-20.84, 17.63, -4.30], [-28.35, 12.23, -3.52], [-23.50, 17.07, -1.78], [-18.94, 19.97, -1.32], [-27.76, 8.75, -0.14], [-27.64, 16.35, 0.85], [-23.22, 17.53, -5.28], [-27.19, 15.29, 5.44], [-25.18, 15.12, -1.39], [-28.40, 13.95, 7.30], [-17.94, 17.56, -1.72], [-22.90, 11.64, -0.57], [-27.02, 20.51, 5.03], [-26.69, 18.16, 4.93], [-22.56, 17.64, -1.73], [-26.33, 8.80, 2.32], [-23.06, 18.59, -9.33], [-18.11, 15.24, 0.01], [-25.34, 12.21, -0.80], [-16.32, 20.16, 3.92], [-15.43, 16.81, 4.88], [-20.58, 18.26, 5.66], [-28.46, 14.66, -2.24], [-25.16, 18.52, 0.15], [-29.66, 13.71, -2.69], [-24.42, 7.12, 0.43], [-25.73, 15.85, 3.28], [-20.85, 17.82, -2.53], [-24.66, 19.38, -4.58], [-27.65, 16.40, -6.74], [-23.22, 20.11, 0.00], [-24.46, 18.45, 2.93], [-15.95, 17.80, 4.85], [-24.40, 9.78, -0.34], [-22.48, 19.47, 0.48], [-30.77, 13.85, -1.84], [-25.34, 11.06, 3.11], [-29.22, 12.28, -2.81], [-25.99, 16.57, -0.99], [-28.26, 16.26, 2.57], [-26.37, 11.38, 1.70], [-18.19, 19.22, 1.31], [-16.42, 17.92, 5.82], [-21.08, 17.46, -7.33], [-20.70, 19.87, 3.21], [-15.17, 18.61, 4.73], [-18.99, 14.07, -1.90], [-22.01, 17.37, 1.69], [-25.88, 19.35, -8.23], [-16.62, 14.99, -1.97], [-18.05, 16.63, 3.99], [-19.49, 21.50, 0.01], [-19.63, 15.90, 5.33], [-25.58, 15.34, 0.27], [-29.42, 18.67, 2.53], [-18.01, 19.18, 6.52], [-15.95, 16.60, 2.56], [-25.44, 14.81, 3.35], [-28.18, 19.02, 6.04], [-23.48, 9.12, -1.96], [-24.27, 17.71, -2.21], [-22.09, 19.46, -8.25], [-23.88, 19.65, -8.18], [-24.79, 16.59, 5.56], [-18.26, 16.79, -4.43], [-23.99, 20.05, 2.19], [-19.03, 16.81, 5.17], [-21.82, 20.02, 1.15], [-28.09, 12.38, 6.61], [-25.32, 7.59, -0.02], [-18.65, 16.69, -5.44], [-27.48, 18.62, -8.09], [-24.51, 14.77, 2.73], [-25.32, 12.45, 6.92], [-20.53, 15.43, -4.57], [-20.23, 17.80, -3.40], [-17.07, 20.71, -0.44], [-26.69, 16.12, -7.22], [-20.03, 13.21, -3.45], [-17.29, 15.90, 0.34], [-29.81, 13.97, -3.74], [-25.88, 14.10, 8.99], [-29.38, 16.22, 1.19], [-26.74, 18.41, -5.61], [-24.16, 15.17, -8.22], [-26.33, 17.93, -9.21], [-23.35, 18.38, -5.94], [-26.41, 18.38, -8.23], [-19.39, 20.44, 6.51], [-25.86, 11.69, 6.28], [-23.06, 18.98, -8.28], [-25.23, 19.58, 6.81], [-22.63, 19.18, -5.78], [-25.26, 15.89, -0.60], [-18.56, 16.57, 3.00], [-26.24, 15.33, -6.65], [-28.45, 16.63, 1.54], [-17.35, 15.80, 4.10], [-17.86, 20.68, 5.64], [-29.93, 11.51, -3.12]],
  "mulliken_charge": [0.232, -0.293, -1.667, -0.315, 1.634, 0.351, 0.571, -0.145, 0.446, 0.199, 0.179, -0.582, 0.399, 0.423, 1.128, 0.610, 0.409, -0.161, 0.828, 0.486, -1.706, 1.898, 0.492, 0.417, -0.535, -1.181, 0.340, 0.274, -1.443, -0.529, 0.421, 0.291, -0.160, 0.431, 0.168, -2.002, 0.116, 3.068, 1.486, 2.115, 1.548, 0.615, 0.596, 0.441, -0.372, 0.277, -1.697, -1.421, 2.595, 1.699, 1.148, 0.544, 0.422, 0.189, 0.351, -1.235, -0.844, 0.162, -0.509, 0.453, 0.438, 0.612, 0.296, 0.395, 2.901, 0.355, 0.797, 0.486, 0.183, -2.654, 0.401, 0.510, -0.853, -0.467, 0.450, -1.489, -1.164, 0.566, -0.214, 2.134, 0.573, 0.366, 0.126, 0.152, -0.396, -0.393, 0.306, 0.378, 0.321, 0.303, -0.904, 0.110, -0.266, -0.059, 1.345, 0.158, 0.035, 0.683, -0.338, 0.208, -0.136, -0.115, 0.280, 0.035, 0.474, -0.914, -0.144, 0.733, 0.398, 1.443, -0.482, -0.933, -0.518, 0.432, -0.699, -0.810, 0.481, 0.418, 1.338, 0.326, 0.426, -0.697, 1.773, 0.486, 0.481, -2.019, -0.047, 0.287, 0.365, 0.294, -1.679, -0.189, 0.389, -0.407, 0.121, -0.631, 0.295, 0.387, -0.679, -1.816, -1.075, 0.229, -0.422, 0.413, 0.381, -2.013, -0.748, 0.309, 0.364, 0.556, -0.877, -0.499, 0.414, 0.372, -0.905, -0.548, 0.402, 0.425, 0.193, 0.225, -1.497, 0.086, -1.282, -0.526, 0.169, -1.231, 0.775, -0.269, 0.097, -0.617, 0.376, 0.413, -0.298, 0.383, -1.300, 0.558, 0.277, -1.941, -1.112, -1.447, 0.430, -0.171, -1.510, 0.298, 0.588, -0.623, 0.343, 0.349, 0.633, 0.412, 0.400, 0.007, -1.677, 0.581, -1.018, 0.509, 0.406, -2.058, 0.292, 0.393, -0.552, -1.079, -0.075, -1.017, -1.165, -2.025, 0.532, 0.341, 0.123, 0.425, 0.609, 0.564, 0.314, 0.425, -0.814, -1.779, 0.436, 0.258, -1.939, 0.266, 0.439, -2.166, -0.066, 0.469, -0.128, 0.623, 0.341, 0.446],
  "e_homo_ev": -7.98,
  "spin_multiplicity": 1,
  "gap_ev": 8.454,
  "energy_ev": -100217.9404,
  "smiles": "CC1(C)CCCC(C)(C)N1O.CC1(C)CCCC(C)(C)N1O.CC1(C)CCCC(C)(C)N1O.CC1(C)CCCC(C)(C)N1O.CC1(C)CCCC(C)(C)N1O.CC1(C)CCCC(C)(C)N1O.CC(C)O.CC(C)O.CC(C)O.CC(C)O"
}


{
  "formula": "C24H28N5O9SV",
  "method": "ωB97M-V/def2-TZVPD",
  "elements": ["H", "C", "H", "O", "H", "H", "C", "H", "C", "H", "H", "H", "H", "C", "H", "O", "H", "H", "O", "H", "C", "C", "H", "H", "V", "N", "C", "H", "O", "O", "C", "C", "C", "O", "H", "H", "C", "C", "H", "C", "N", "C", "C", "N", "C", "C", "O", "H", "H", "H", "C", "C", "C", "N", "S", "H", "N", "H", "O", "H", "C", "O", "C", "H", "C", "H", "H", "C"],
  "xyz": [[0.02, 4.44, 3.54], [2.29, -1.12, -2.25], [3.54, 2.38, 1.20], [2.42, -0.24, 2.38], [-1.01, 0.28, -2.62], [3.24, -0.16, -3.92], [3.16, -1.07, -3.33], [1.69, -0.25, -2.01], [0.30, -1.18, -0.24], [-0.06, 1.76, -2.85], [0.88, 4.26, 1.23], [-3.38, 2.21, -3.65], [-1.36, -5.75, -1.96], [1.32, 3.64, 2.02], [0.86, -3.85, 2.02], [-1.81, 0.38, 1.22], [-0.02, -3.70, -2.18], [-1.37, 1.38, -3.97], [-0.68, -1.03, -0.88], [-2.72, 2.29, 2.91], [3.92, -2.18, -3.66], [-4.03, 3.27, -1.92], [4.60, -2.14, -4.50], [4.39, -4.22, -3.17], [-0.20, 1.16, 1.33], [2.11, -2.02, 0.93], [-0.35, -5.44, 1.25], [-5.26, 4.77, -0.15], [-0.59, 1.92, -0.33], [-1.37, -1.85, 2.19], [2.17, -2.29, -1.50], [-3.17, 2.51, -2.63], [2.93, -3.40, -1.84], [-2.82, -0.25, 3.42], [-4.07, 4.64, 1.10], [2.55, 3.01, -0.16], [-1.04, 1.32, -2.93], [1.88, -0.82, 1.48], [2.29, 4.04, 2.31], [-0.98, -5.97, 0.14], [-2.00, 2.07, -2.11], [2.64, 2.23, 0.61], [-3.63, 3.62, -0.60], [0.78, -0.23, 0.73], [0.35, 3.48, 3.15], [0.39, -4.27, 1.14], [1.49, 2.31, 1.48], [-0.44, -5.92, 2.21], [2.66, 1.26, 0.14], [-1.62, 2.03, 4.29], [-1.88, 2.69, 3.46], [0.52, -3.64, -0.10], [-1.71, 2.41, -0.82], [-2.47, 3.17, -0.08], [-1.71, -0.54, 2.60], [-4.96, 3.61, -2.34], [-4.38, 4.40, 0.17], [2.83, -4.32, -1.27], [-0.76, 2.79, 2.54], [2.87, -2.60, 1.25], [-0.12, -4.18, -1.21], [-0.45, 0.26, 2.99], [3.81, -3.35, -2.91], [-1.56, -6.88, 0.23], [-0.87, -5.34, -1.09], [0.76, 2.86, 3.96], [-2.10, 3.69, 3.83], [1.30, -2.35, -0.25]],
  "mulliken_charge": [0.508, 0.138, 0.308, -0.585, 0.277, 0.458, -1.140, 0.124, -2.026, 0.279, 0.318, 0.453, 0.438, -0.664, 0.435, -0.570, 0.487, 0.445, -0.616, 0.327, -0.525, -0.921, 0.435, 0.439, 0.425, 0.007, -1.043, 0.238, -0.090, -0.393, -0.213, -0.094, -0.238, -0.558, 0.208, 0.339, -0.876, -0.620, 0.430, -0.501, 0.077, -0.905, 0.878, 2.953, -0.467, -0.318, -0.326, 0.452, 0.301, 0.331, -0.946, -0.748, 0.191, -0.290, 1.000, 0.381, -0.334, 0.497, -0.041, 0.343, -0.180, -0.369, -0.995, 0.448, -0.961, 0.338, 0.339, 4.507],
  "total_charge": 2,
  "e_homo_ev": -13.58,
  "spin_multiplicity": 1,
  "gap_ev": 4.791,
  "energy_ev": -87730.1161
}


{
  "formula": "C2H4BrCl",
  "method": "ωB97M-V/def2-TZVPD",
  "elements": ["H", "Cl", "Br", "H", "H", "C", "C", "H"],
  "xyz": [[0.45, 0.26, 0.68], [-2.88, -0.16, -0.61], [3.87, -0.21, -0.06], [-2.11, 0.43, 1.52], [-0.27, -0.23, -0.97], [-1.61, 0.19, 0.52], [-0.40, 0.22, 0.02], [2.94, -0.49, -1.12]],
  "mulliken_charge": [0.223, -0.196, -0.203, 0.302, 0.233, -0.008, -0.550, 0.199],
  "e_homo_ev": -9.91,
  "spin_multiplicity": 1,
  "gap_ev": 10.538,
  "energy_ev": -84702.6604,
  "smiles": "C=CCl.Br"
}